# C34H31OP2S3Sr

C34H31OP2S3Sr as an isolated structure (wB97M-V/def2-TZVPD, the Open Molecules 2025 dataset).

The total energy comes out at -3297.63811 hartree. The net charge is -1. The value obtained for the HOMO energy is -4.366 eV. The value obtained for the energy above the lowest of the compared OMol25 structures with the same formula, charge and spin is 0.510 eV. For the lowest unoccupied orbital energy, the calculation gives 0.087 Eh.

```
72
Properties=species:S:1:pos:R:3:forces:R:3
Sr 0.4343 1.8358 -0.0581 -0.08 0.93 0.00
S 2.2892 0.5398 -1.8254 -0.09 -0.41 0.12
P 1.4065 -1.0133 -0.7872 0.20 -0.34 0.04
C 0.1296 -0.7233 0.2485 0.01 0.18 -0.55
P -1.5017 -0.5851 -0.0763 -0.34 -0.23 0.15
S -2.2595 1.1929 -0.7812 0.03 -0.37 0.07
C -2.3221 -0.9209 1.5249 0.00 0.14 0.10
C -3.2716 -0.0662 2.0675 -0.08 -0.04 -0.06
C -3.7828 -0.2966 3.3394 -0.02 -0.03 0.02
C -3.3538 -1.3887 4.0754 -0.01 0.02 -0.01
C -2.4049 -2.2509 3.5380 -0.02 -0.03 0.04
C -1.8852 -2.0100 2.2787 0.05 -0.01 -0.02
C -2.2105 -1.8541 -1.1952 -0.02 0.02 -0.04
C -1.9883 -1.7190 -2.5649 0.00 0.07 -0.01
C -2.4653 -2.6628 -3.4555 -0.02 -0.04 -0.04
C -3.1837 -3.7598 -2.9939 0.02 0.02 0.01
C -3.4207 -3.8972 -1.6364 -0.01 -0.03 -0.01
C -2.9352 -2.9503 -0.7419 0.00 -0.01 0.03
C 2.7471 -1.7150 0.2408 0.10 0.03 -0.08
C 3.8079 -2.4017 -0.3445 0.02 0.04 0.00
C 4.8315 -2.9096 0.4384 0.01 0.00 0.02
C 4.8096 -2.7221 1.8159 0.04 -0.03 -0.01
C 3.7605 -2.0312 2.4010 -0.04 0.03 0.04
C 2.7269 -1.5340 1.6171 -0.03 -0.04 0.00
C 1.1292 -2.3868 -1.9687 -0.10 0.12 -0.12
C 1.2651 -2.2326 -3.3411 0.13 0.01 0.01
C 0.9622 -3.2820 -4.1998 0.01 -0.01 -0.02
C 0.5076 -4.4874 -3.6903 0.00 -0.01 0.00
C 0.3620 -4.6458 -2.3168 0.00 -0.04 0.00
C 0.6731 -3.6030 -1.4626 0.00 0.02 0.04
H -3.5935 0.7945 1.4955 0.03 0.00 0.00
H -4.5067 0.3917 3.7576 0.00 0.00 0.01
H -3.7403 -1.5604 5.0726 -0.01 -0.01 0.00
H -2.0537 -3.0992 4.1132 0.00 0.00 0.00
H -1.1099 -2.6512 1.8753 0.03 0.03 0.01
H -1.4479 -0.8541 -2.9324 0.01 0.00 0.03
H -2.2747 -2.5437 -4.5150 0.01 -0.01 0.00
H -3.5538 -4.5010 -3.6916 -0.02 0.00 -0.01
H -3.9890 -4.7415 -1.2644 0.00 0.00 -0.01
H -3.1402 -3.0681 0.3137 0.01 0.01 0.00
H 3.8328 -2.5344 -1.4202 -0.01 0.00 0.00
H 5.6490 -3.4485 -0.0252 0.00 0.00 0.01
H 5.6090 -3.1183 2.4306 0.01 0.01 0.00
H 3.7374 -1.8793 3.4732 0.01 -0.01 0.01
H 1.8832 -1.0149 2.0583 0.00 0.00 0.01
H 1.6191 -1.2841 -3.7271 -0.02 0.01 0.00
H 1.0756 -3.1502 -5.2692 0.00 -0.01 -0.01
H 0.2580 -5.3023 -4.3591 0.00 -0.01 0.00
H -0.0040 -5.5814 -1.9118 0.00 0.00 -0.01
H 0.5515 -3.7201 -0.3913 -0.02 0.02 0.00
S -0.0889 2.8044 2.6343 0.00 0.08 0.00
C 1.1180 4.0083 3.0515 0.02 0.05 -0.07
C 1.9220 3.8651 4.1906 -0.01 -0.09 0.04
C 2.8666 4.8153 4.5381 0.04 0.03 0.01
C 3.0485 5.9551 3.7640 -0.02 0.01 -0.02
C 2.2605 6.1194 2.6324 0.05 0.02 0.03
C 1.3155 5.1661 2.2862 -0.03 0.02 -0.10
H 1.7928 2.9797 4.8005 -0.01 0.00 0.00
H 3.4733 4.6602 5.4230 0.00 0.01 0.01
H 3.7868 6.6985 4.0365 0.01 0.00 0.00
H 2.3785 7.0010 2.0125 0.01 0.00 0.00
H 0.7025 5.3166 1.4032 -0.02 -0.01 0.04
C -2.3660 4.5105 -1.8210 -0.01 0.02 0.01
C -1.0183 4.5963 -2.4800 0.05 0.03 -0.01
C -0.7352 5.7159 -3.4572 -0.03 -0.03 -0.04
O -0.1431 3.7913 -2.2401 0.14 -0.09 0.36
H -3.0597 5.2638 -2.1864 -0.01 0.01 0.00
H -2.2434 4.6184 -0.7411 0.01 -0.02 0.01
H -2.7669 3.5095 -1.9827 -0.02 0.01 0.00
H -1.6005 6.3438 -3.6542 -0.01 -0.01 0.00
H -0.3724 5.2795 -4.3877 0.01 0.01 -0.01
H 0.0703 6.3286 -3.0509 0.01 0.00 0.01
```
Forces are in eV/Å.

Löwdin atomic charge list, values in e, 2 entries: number 1, Sr, carries 0.806; number 2, S, carries 0.119